{"formula": "C4H8O2", "method": "ωB97M-V/def2-TZVPD", "fmax_ev_per_a": 0.39, "charge": 0, "energy_ev": -8371.3914, "gap_ha": 0.4015, "spin_multiplicity": 1, "smiles": "CC1(O)COC1", "species": ["C", "C", "O", "C", "O", "C", "H", "H", "H", "H", "H", "H", "H", "H"], "xyz": [[-0.319, 1.577, 0.065], [0.232, 0.166, 0.119], [1.536, 0.250, 0.651], [0.139, -0.721, -1.140], [-0.413, -1.809, -0.381], [-0.627, -0.950, 0.751], [-1.412, 1.578, 0.016], [0.062, 2.111, -0.811], [-0.006, 2.124, 0.958], [1.896, -0.647, 0.684], [1.101, -0.976, -1.606], [-0.557, -0.356, -1.909], [-0.247, -1.381, 1.686], [-1.688, -0.692, 0.873]], "forces_ev_per_a": [[0.0, 0.0, 0.0], [-0.3, 0.1, -0.1], [0.2, -0.3, 0.0], [0.2, 0.2, -0.3], [-0.1, -0.1, 0.0], [-0.1, 0.1, 0.4], [0.2, 0.0, 0.0], [0.0, -0.1, 0.1], [-0.1, -0.1, -0.1], [0.0, 0.2, 0.0], [-0.2, 0.0, 0.1], [0.1, -0.1, 0.2], [0.0, 0.1, -0.2], [0.2, 0.0, 0.0]], "nbo_charge": [-0.6253, 0.2028, -0.7032, -0.0876, -0.5380, -0.0867, 0.2126, 0.2178, 0.2287, 0.4683, 0.1818, 0.1747, 0.1812, 0.1729]}

{"formula": "C4H8O2", "method": "ωB97M-V/def2-TZVPD", "fmax_ev_per_a": 0.43, "charge": 0, "energy_ev": -8368.5448, "gap_ha": 0.3333, "spin_multiplicity": 1, "species": ["C", "O", "C", "C", "C", "O", "H", "H", "H", "H", "H", "H", "H", "H"], "xyz": [[0.187, 1.626, -1.803], [0.509, 1.335, -0.468], [0.577, -0.048, -0.244], [1.306, -0.276, 1.081], [-0.722, -1.434, 1.813], [0.669, -1.033, 1.930], [1.012, 1.354, -2.478], [-0.719, 1.090, -2.128], [0.007, 2.701, -1.868], [1.265, -0.537, -0.960], [-0.420, -0.500, -0.401], [-1.341, -0.542, 1.704], [-0.883, -2.117, 0.977], [-0.954, -1.937, 2.750]], "forces_ev_per_a": [[-0.1, 0.1, -0.3], [0.1, 0.0, 0.1], [0.1, -0.2, 0.0], [-0.4, -0.2, 0.0], [-0.2, -0.1, 0.0], [0.3, 0.3, -0.1], [-0.1, 0.0, 0.1], [0.1, 0.1, 0.1], [0.0, -0.1, 0.0], [-0.1, 0.0, 0.0], [0.1, 0.1, 0.1], [0.0, -0.2, 0.0], [0.1, 0.1, 0.1], [0.1, 0.1, -0.1]], "nbo_charge": [-0.2460, -0.5241, -0.2409, 0.3136, -0.2910, -0.4750, 0.1680, 0.1611, 0.1964, 0.1940, 0.1520, 0.1963, 0.1898, 0.2059]}

{"formula": "C4H8O2", "method": "ωB97M-V/def2-TZVPD", "fmax_ev_per_a": 0.60, "charge": 0, "energy_ev": -8367.6375, "gap_ha": 0.3381, "spin_multiplicity": 1, "species": ["C", "O", "C", "C", "O", "C", "H", "H", "H", "H", "H", "H", "H", "H"], "xyz": [[-1.284, -1.230, -1.134], [-0.893, -0.716, 0.118], [0.428, -0.190, 0.097], [0.689, 1.098, -0.648], [0.629, 1.843, 1.176], [0.721, 0.418, 1.465], [-1.292, -0.452, -1.916], [-0.618, -2.044, -1.467], [-2.299, -1.623, -1.024], [1.131, -0.983, -0.213], [-0.241, 1.505, -1.076], [1.394, 2.030, 0.556], [-0.067, 0.184, 2.185], [1.701, 0.160, 1.882]], "forces_ev_per_a": [[-0.1, -0.1, -0.2], [0.1, 0.1, 0.0], [0.2, 0.1, 0.0], [-0.2, -0.4, -0.3], [0.3, 0.1, -0.2], [0.0, -0.1, 0.0], [0.0, -0.1, 0.2], [-0.1, 0.2, 0.1], [0.2, 0.1, 0.0], [-0.2, 0.1, 0.1], [0.1, -0.1, 0.1], [-0.2, 0.1, 0.6], [0.1, 0.0, -0.2], [-0.2, 0.1, -0.1]], "nbo_charge": [-0.2548, -0.5376, -0.0765, -0.1788, -0.6583, -0.0696, 0.1653, 0.1650, 0.1985, 0.1858, 0.1494, 0.5061, 0.2166, 0.1890]}

{"formula": "C4H8O2S", "method": "ωB97M-V/def2-TZVPD", "fmax_ev_per_a": 4.27, "charge": -1, "energy_ev": -19205.7471, "gap_ha": [0.1685, 0.2268], "spin_multiplicity": 2, "species": ["O", "C", "O", "C", "C", "C", "S", "H", "H", "H", "H", "H", "H", "H", "H"], "xyz": [[1.932, -2.611, -0.582], [1.663, -1.506, -0.123], [2.597, -0.491, -0.297], [0.608, -0.788, 0.807], [-0.410, 0.014, -0.004], [-1.585, 0.750, 0.750], [-2.232, 2.151, -0.217], [3.354, -0.773, -0.764], [0.231, -1.524, 1.571], [1.123, -0.237, 1.497], [-0.812, -0.553, -0.898], [0.149, 0.934, -0.359], [-2.377, -0.074, 0.858], [-1.514, 1.212, 1.691], [-2.344, 0.603, -1.676]], "forces_ev_per_a": [[-1.7, 1.7, 1.1], [2.0, 0.6, 0.4], [-1.7, 0.5, 0.9], [-1.5, -3.9, -0.8], [0.4, 2.1, 0.0], [-1.7, -2.6, -1.9], [0.0, -0.5, -0.5], [1.2, -1.0, -1.1], [-0.5, -0.1, -1.4], [1.8, 2.2, 1.0], [0.3, 0.8, 1.2], [-0.3, -1.3, -0.3], [0.6, 1.2, 0.0], [1.3, 0.0, 1.6], [-0.2, 0.3, 0.0]], "nbo_charge": [-0.6102, 0.8182, -0.7185, -0.4902, -0.4465, -0.5451, -0.4368, 0.4759, 0.2021, 0.2182, 0.2421, 0.2222, 0.1718, 0.2032, -0.3065]}

{"formula": "C4H8O2S", "method": "ωB97M-V/def2-TZVPD", "fmax_ev_per_a": 4.16, "charge": 0, "energy_ev": -19204.2637, "gap_ha": 0.3545, "spin_multiplicity": 1, "smiles": "CCOC(=S)OC", "species": ["C", "C", "C", "C", "H", "H", "H", "H", "H", "H", "H", "H", "O", "O", "S"], "xyz": [[1.770, 1.519, 1.041], [1.777, 0.357, 0.055], [-0.346, -0.533, -0.294], [-2.602, -1.056, -0.919], [2.659, 1.727, 1.739], [1.538, 2.419, 0.416], [1.043, 1.322, 1.941], [2.515, 0.305, -1.010], [1.599, -0.732, 0.705], [-2.652, -0.936, 0.161], [-3.491, -0.281, -1.358], [-2.819, -2.197, -1.346], [0.512, 0.349, -0.536], [-1.220, -0.527, -1.310], [-0.283, -1.736, 0.715]], "forces_ev_per_a": [[0.4, 0.8, 1.8], [1.4, -3.7, 0.4], [-1.5, -1.3, -2.8], [-1.4, 0.4, -2.4], [-0.5, -0.5, -1.9], [0.0, -0.4, 1.2], [0.5, 0.3, -2.3], [-1.6, 0.4, 3.8], [2.0, 2.7, -1.7], [-0.2, -0.6, -0.1], [2.9, -2.2, 0.8], [0.9, 3.2, 1.3], [0.5, 3.2, -1.6], [-3.3, 0.0, 0.4], [0.1, -2.4, 3.1]], "nbo_charge": [-0.6725, -0.1309, 0.4850, -0.2897, 0.2351, 0.2221, 0.2319, 0.2142, 0.2182, 0.2078, 0.2022, 0.2211, -0.4821, -0.5074, -0.1550]}

{"formula": "C4H8O2S", "method": "ωB97M-V/def2-TZVPD", "fmax_ev_per_a": 3.73, "charge": 0, "energy_ev": -19203.7857, "gap_ha": 0.3184, "spin_multiplicity": 1, "species": ["C", "C", "C", "C", "O", "O", "S", "H", "H", "H", "H", "H", "H", "H", "H"], "xyz": [[-2.867, -1.128, 0.664], [3.754, 0.592, 1.086], [3.379, 1.565, 0.377], [-1.856, -0.025, -1.487], [4.094, -0.251, 1.814], [-0.008, -0.904, 0.075], [-1.588, -0.074, 0.329], [-3.380, -1.275, 1.619], [-3.072, -1.896, -0.108], [3.512, 1.803, -0.663], [0.817, -0.468, 0.419], [2.899, 2.345, 0.938], [-2.893, 0.129, -1.507], [-1.134, 0.704, -1.780], [-1.659, -1.116, -1.777]], "forces_ev_per_a": [[1.1, 0.7, -0.7], [1.4, -2.8, 2.0], [-1.3, 2.9, -1.7], [1.5, -2.6, 1.8], [-0.2, 0.3, -0.4], [0.5, 0.5, 0.3], [-1.6, -2.3, 0.2], [0.9, 0.3, -0.1], [0.1, 0.6, 0.5], [0.3, -0.6, -0.1], [-1.4, -0.2, -0.2], [-0.2, 0.2, 0.3], [-1.2, 0.9, -0.8], [0.0, 0.3, -1.1], [0.1, 1.8, 0.0]], "nbo_charge": [-0.9055, 0.7114, -0.8008, -0.7339, -0.4519, -0.9745, 0.9852, 0.2318, 0.2017, 0.2728, 0.4857, 0.2688, 0.2348, 0.2301, 0.2444]}

{"formula": "C4H8O2S2", "method": "ωB97M-V/def2-TZVPD", "fmax_ev_per_a": 2.44, "charge": 0, "energy_ev": -30037.7078, "gap_ha": 0.1174, "spin_multiplicity": 1, "species": ["C", "C", "O", "O", "C", "S", "S", "C", "H", "H", "H", "H", "H", "H", "H", "H"], "xyz": [[-0.026, 1.245, 1.522], [2.145, -0.355, -1.143], [2.879, 0.588, -0.784], [1.812, -1.380, -0.505], [1.019, 1.938, 1.070], [-2.198, 0.648, -1.707], [-2.348, -0.224, 0.033], [-1.763, -1.867, -0.256], [0.164, 0.340, 2.087], [-1.036, 1.608, 1.376], [1.640, -0.236, -2.124], [1.971, 1.457, 0.842], [0.738, 2.846, 0.542], [-0.692, -1.837, -0.465], [-2.317, -2.298, -1.109], [-1.990, -2.473, 0.623]], "forces_ev_per_a": [[0.6, -0.1, 0.5], [-0.5, 0.3, 0.2], [0.0, -0.5, -0.1], [-0.2, 0.1, 0.3], [-1.1, -0.4, -1.4], [-0.2, -0.8, 1.9], [0.5, 1.0, -2.2], [-0.7, -0.8, -0.2], [-0.4, -0.3, -0.2], [0.0, 0.2, 0.6], [0.1, 0.1, -0.5], [0.2, 0.5, 0.8], [0.6, 0.2, 0.0], [0.5, 0.1, 0.0], [0.4, 0.3, 0.3], [0.2, 0.2, 0.1]], "nbo_charge": [-0.4598, 0.6252, -0.6502, -0.7392, -0.3302, 0.1096, 0.6062, -0.8414, 0.2004, 0.1668, 0.0193, 0.2642, 0.1775, 0.3285, 0.2663, 0.2569]}

{"formula": "C4H8O3", "method": "ωB97M-V/def2-TZVPD", "fmax_ev_per_a": 0.59, "charge": 0, "energy_ev": -10419.3911, "gap_ha": 0.4043, "spin_multiplicity": 1, "smiles": "O=C[C@@H](O)CCO", "species": ["O", "C", "C", "C", "O", "C", "O", "H", "H", "H", "H", "H", "H", "H", "H"], "xyz": [[-1.471, 1.662, -0.105], [-1.636, 0.288, -0.405], [-0.740, -0.604, 0.472], [0.669, -0.029, 0.462], [1.206, -0.056, -0.831], [1.692, -0.499, 1.459], [2.864, -0.535, 1.154], [-0.678, 1.964, -0.567], [-1.428, 0.097, -1.464], [-2.691, 0.061, -0.224], [-0.769, -1.632, 0.089], [-1.123, -0.607, 1.500], [0.550, 1.010, 0.832], [1.356, -0.660, 2.501], [2.167, -0.144, -0.697]], "forces_ev_per_a": [[0.1, 0.2, -0.1], [-0.1, -0.3, -0.1], [0.0, 0.0, 0.1], [-0.1, 0.0, 0.2], [0.2, 0.1, 0.0], [0.3, 0.1, -0.1], [-0.5, -0.3, 0.2], [-0.2, 0.0, 0.0], [0.0, 0.0, 0.2], [0.1, 0.0, 0.0], [0.1, 0.2, 0.1], [0.1, 0.0, -0.1], [0.0, 0.0, -0.1], [0.0, -0.1, -0.1], [-0.1, 0.0, -0.2]], "nbo_charge": [-0.7171, -0.0611, -0.4359, -0.0212, -0.7198, 0.4247, -0.5406, 0.4702, 0.1759, 0.1830, 0.2200, 0.2108, 0.1903, 0.1270, 0.4936]}

{"formula": "C4H8O3", "method": "ωB97M-V/def2-TZVPD", "fmax_ev_per_a": 6.26, "charge": 0, "energy_ev": -10415.1148, "gap_ha": 0.3000, "spin_multiplicity": 1, "species": ["C", "C", "C", "O", "C", "O", "H", "H", "H", "H", "H", "H", "H", "H", "O"], "xyz": [[0.967, -0.851, 0.718], [-0.608, 0.839, 0.769], [-1.663, 0.124, 0.225], [-2.710, 0.492, -0.375], [2.048, -0.004, 0.837], [3.067, 0.000, 0.118], [0.773, -1.374, -0.296], [0.417, -1.197, 1.659], [-0.044, 1.516, 0.100], [-0.252, 0.956, 1.792], [-1.540, -0.926, 0.338], [2.015, 0.325, 1.908], [-0.210, 0.455, -2.354], [-1.373, -0.482, -2.425], [-0.887, 0.127, -3.014]], "forces_ev_per_a": [[-5.9, -0.6, -2.0], [6.0, 0.7, -0.2], [-5.8, -0.9, -2.1], [3.4, -0.2, 1.6], [4.4, -0.7, 1.1], [-2.4, 0.9, 1.1], [0.4, 0.6, 2.0], [1.2, 0.2, -1.5], [-0.9, 0.1, 0.4], [-1.1, 0.0, 0.0], [-0.3, -1.4, 0.3], [0.8, 1.2, -0.5], [-0.9, -0.3, -1.4], [-0.1, 0.3, -0.7], [1.1, 0.0, 2.0]], "nbo_charge": [-0.4072, -0.3960, 0.3110, -0.4847, 0.2909, -0.5092, 0.2294, 0.2383, 0.2412, 0.2583, 0.1199, 0.1045, 0.4551, 0.4643, -0.9157]}

{"formula": "C4H8O3", "method": "ωB97M-V/def2-TZVPD", "fmax_ev_per_a": 1.78, "charge": 0, "energy_ev": -10413.7970, "gap_ha": 0.1350, "spin_multiplicity": 1, "species": ["O", "C", "C", "C", "C", "O", "H", "H", "H", "H", "H", "H", "H", "H", "O"], "xyz": [[-1.275, 0.770, -1.486], [-2.045, 0.635, -0.536], [-2.688, -0.556, -0.135], [1.331, -1.313, 0.446], [2.086, -0.769, -0.588], [2.364, 0.440, -0.713], [-2.283, 1.518, 0.082], [-2.572, -1.446, -0.740], [-3.367, -0.535, 0.704], [0.928, -0.629, 1.187], [1.069, -2.360, 0.483], [2.484, -1.453, -1.358], [1.533, 1.270, 0.402], [1.353, 2.667, 1.123], [1.082, 1.761, 1.130]], "forces_ev_per_a": [[-0.2, -0.4, -0.1], [0.5, 1.2, 0.2], [0.6, -0.7, -0.2], [-1.5, 0.2, 0.8], [1.0, 0.3, -1.4], [-0.3, -0.7, 0.0], [0.0, 0.0, -0.1], [-0.1, 0.0, 0.0], [0.0, -0.1, 0.0], [0.1, -0.2, 0.2], [0.2, 0.0, 0.0], [-0.1, 0.0, 0.2], [0.0, 0.9, 0.3], [0.4, 0.7, -0.2], [-0.6, -1.0, 0.4]], "nbo_charge": [-0.4590, 0.2326, -0.2482, -0.3046, 0.2514, -0.5102, 0.1298, 0.2025, 0.1989, 0.2255, 0.2004, 0.1346, 0.4840, 0.4679, -1.0057]}

{"formula": "C4H8O3", "method": "ωB97M-V/def2-TZVPD", "fmax_ev_per_a": 7.93, "charge": 0, "energy_ev": -10417.6645, "gap_ha": 0.3785, "spin_multiplicity": 1, "smiles": "O=CCCC=O.O", "species": ["O", "C", "C", "C", "C", "O", "H", "H", "H", "H", "H", "H", "H", "H", "O"], "xyz": [[-0.376, -1.494, -1.598], [-0.577, -0.639, -0.810], [0.160, 0.697, -0.586], [-0.535, 1.581, 0.517], [-1.054, 0.786, 1.776], [-2.256, 0.557, 1.828], [-1.169, -0.867, 0.158], [1.209, 0.431, -0.346], [0.325, 1.363, -1.522], [-1.433, 2.157, 0.040], [0.198, 2.352, 0.765], [-0.263, 0.696, 2.590], [2.346, -2.052, -1.396], [1.337, -2.824, -0.503], [2.087, -2.744, -0.914]], "forces_ev_per_a": [[0.1, -0.4, -1.6], [0.2, 0.9, 3.3], [0.0, 1.2, -1.5], [-0.8, -0.1, -1.1], [-1.1, 2.2, -1.3], [2.3, -0.3, 0.9], [0.1, 0.0, -1.4], [-0.5, -0.1, 0.4], [-0.6, -1.3, 1.3], [1.4, -1.3, 1.0], [-0.1, -0.1, 0.5], [-1.1, -0.6, -0.4], [0.3, 4.3, -2.5], [-6.6, 0.4, 2.8], [6.4, -4.7, -0.3]], "nbo_charge": [-0.5037, 0.4526, -0.5285, -0.5114, 0.4181, -0.5025, 0.0936, 0.2408, 0.2442, 0.2332, 0.2269, 0.1334, 0.4748, 0.4720, -0.9435]}

{"formula": "C4H8O3", "method": "ωB97M-V/def2-TZVPD", "fmax_ev_per_a": 0.83, "charge": 0, "energy_ev": -10420.0914, "gap_ha": 0.4049, "spin_multiplicity": 1, "smiles": "CCC=O.O=CO", "species": ["O", "C", "O", "H", "H", "O", "C", "C", "C", "H", "H", "H", "H", "H", "H"], "xyz": [[-1.922, -0.008, -1.060], [-2.330, -1.022, -1.568], [-1.531, -2.037, -1.884], [-3.382, -1.191, -1.813], [-0.631, -1.725, -1.634], [0.934, -0.992, -0.952], [1.195, 0.077, -0.458], [0.382, 0.733, 0.634], [1.251, 0.906, 1.879], [2.097, 0.643, -0.765], [-0.470, 0.086, 0.792], [0.033, 1.686, 0.227], [1.530, -0.060, 2.295], [0.692, 1.433, 2.653], [2.154, 1.472, 1.655]], "forces_ev_per_a": [[-0.5, 0.1, -0.2], [0.5, 0.3, 0.2], [-0.2, 0.2, -0.1], [0.0, -0.2, -0.1], [0.0, -0.3, 0.1], [0.3, 0.0, -0.3], [-0.3, 0.3, 0.5], [0.4, -0.5, -0.5], [-0.3, 0.1, 0.1], [0.1, -0.1, -0.1], [-0.2, 0.1, 0.2], [0.0, 0.0, 0.2], [0.1, -0.1, -0.1], [0.1, 0.1, 0.0], [0.1, 0.0, 0.1]], "nbo_charge": [-0.6198, 0.6505, -0.6839, 0.1164, 0.5192, -0.5761, 0.4952, -0.5105, -0.6064, 0.1046, 0.2401, 0.2321, 0.2116, 0.2217, 0.2054]}